An isolated molecule of C3H6FN3S in a non-equilibrium geometry. Source: the Open Molecules 2025 dataset; level of theory: ωB97M-V/def2-TZVPD.

Geometry as ORCA input:
```
! wB97M-V def2-TZVPD RIJCOSX def2/J DEFGRID3
* xyz 0 1
H -2.55 1.41 -0.49
N -1.62 1.14 -0.55
C -1.39 0.02 -0.06
N -0.16 -0.70 0.00
N -0.36 -2.04 0.34
C 1.10 -0.10 -0.09
S 2.46 -1.05 -0.41
C 1.03 1.41 0.00
F 2.26 1.90 0.33
H -2.12 -0.67 0.18
H 0.10 -2.22 1.24
H 0.12 -2.61 -0.38
H 0.38 1.67 0.87
H 0.74 1.83 -0.97
*
```

HOMO level ... -8.93 eV
Relative energy (zero: lowest compared OMol25 entry of this formula, charge and spin) ... 10.2 kcal/mol
Orbital gap ... 8.72 eV
DFT total energy ... -780.16576 Eh
SMILES ... [H]/N=C/N(N)C(=S)CF
LUMO ... -0.213 eV

In elementary charge units, the natural (NBO) charges are: 0.36, -0.67, 0.28, -0.31, -0.63, 0.09, -0.08, -0.03, -0.35, 0.17, 0.36, 0.38, 0.19, 0.22

---

A cluster of 5 separate species, C45H90O12 in total in a non-equilibrium geometry. Source: the Open Molecules 2025 dataset; level of theory: ωB97M-V/def2-TZVPD.

Geometry as ORCA input:
```
! wB97M-V def2-TZVPD RIJCOSX def2/J DEFGRID3
* xyz 0 1
C 3.24 -4.70 -3.11
C 3.18 -3.59 -1.93
C 3.35 -2.10 -2.54
C 1.91 -1.61 -3.08
C 1.60 -2.18 -4.55
C 0.33 -1.37 -5.13
C 0.76 0.11 -5.61
C 0.26 1.29 -4.67
C -1.27 1.19 -4.20
C -1.26 0.61 -2.68
C -1.63 1.70 -1.56
C -2.50 0.93 -0.44
C -4.05 0.99 -0.87
C -4.81 -0.34 -0.36
C -6.38 -0.14 -0.11
C -7.31 -0.43 -1.37
C -6.78 0.15 -2.76
C -5.81 -0.90 -3.49
C -6.31 -1.37 -4.92
C -6.62 -2.73 -5.20
C -6.52 -3.91 -4.14
O -5.27 -4.65 -4.35
C -4.70 -4.86 -3.01
C -3.44 -5.86 -3.16
O -2.46 -5.69 -2.12
C -1.35 -4.89 -2.64
C -1.70 -3.31 -2.64
C -7.07 -3.17 -6.68
O -7.04 -4.39 -6.96
C -7.51 -2.11 -7.76
C -7.22 -0.76 -7.50
C -6.45 -0.38 -6.17
O -5.90 0.75 -6.15
H 3.93 -5.57 -2.85
H 3.55 -4.20 -4.10
H 2.18 -5.09 -3.29
H 3.99 -3.81 -1.16
H 2.17 -3.63 -1.40
H 4.05 -2.10 -3.43
H 3.71 -1.42 -1.69
H 1.15 -1.95 -2.29
H 1.87 -0.47 -3.09
H 2.51 -1.98 -5.20
H 1.33 -3.28 -4.58
H -0.09 -1.90 -6.06
H -0.47 -1.40 -4.33
H 1.91 0.13 -5.58
H 0.48 0.24 -6.71
H 0.34 2.26 -5.30
H 0.95 1.48 -3.77
H -1.83 2.18 -4.20
H -1.79 0.42 -4.88
H -0.21 0.23 -2.45
H -1.95 -0.31 -2.65
H -0.66 2.09 -1.11
H -2.26 2.56 -1.99
H -2.08 -0.13 -0.39
H -2.31 1.45 0.56
H -4.52 1.89 -0.36
H -4.05 1.08 -2.01
H -4.54 -1.17 -1.09
H -4.31 -0.64 0.64
H -6.67 -0.91 0.70
H -6.52 0.88 0.37
H -7.58 -1.55 -1.45
H -8.31 0.09 -1.16
H -7.68 0.46 -3.40
H -6.22 1.14 -2.55
H -5.69 -1.78 -2.79
H -4.78 -0.40 -3.56
H -7.35 -4.67 -4.40
H -6.67 -3.59 -3.07
H -4.39 -3.81 -2.66
H -5.45 -5.27 -2.27
H -3.03 -5.71 -4.21
H -3.88 -6.92 -3.12
H -1.01 -5.25 -3.67
H -0.47 -5.00 -1.91
H -2.07 -2.97 -3.68
H -2.52 -3.07 -1.88
H -0.78 -2.74 -2.31
H -8.05 -2.46 -8.69
H -7.56 0.02 -8.25
C 2.62 4.29 -1.03
O 1.81 3.54 -0.13
C 2.45 2.34 0.30
C 3.07 2.50 1.69
O 4.14 3.44 1.68
C 3.75 4.72 2.16
H 2.21 5.30 -1.10
H 3.66 4.36 -0.69
H 2.59 3.82 -2.02
H 3.20 2.02 -0.43
H 1.68 1.57 0.35
H 3.49 1.54 2.00
H 2.31 2.79 2.42
H 3.68 4.69 3.25
H 2.79 5.04 1.74
H 4.51 5.44 1.87
C 5.91 -0.52 2.36
O 5.10 -1.27 3.26
C 5.73 -2.48 3.68
C 6.34 -2.32 5.07
O 7.42 -1.39 5.06
C 7.03 -0.11 5.55
H 5.50 0.49 2.29
H 6.94 -0.45 2.70
H 5.88 -0.98 1.37
H 6.48 -2.80 2.95
H 4.95 -3.25 3.72
H 6.76 -3.29 5.38
H 5.59 -2.04 5.81
H 6.96 -0.14 6.64
H 6.08 0.21 5.13
H 7.80 0.61 5.27
C -0.68 3.00 3.60
O -0.07 1.71 3.64
C 0.53 1.43 4.90
C -0.37 0.54 5.76
O -1.58 1.21 6.12
C -2.68 0.82 5.31
H -1.34 3.04 2.73
H -1.28 3.19 4.49
H 0.09 3.77 3.50
H 0.77 2.36 5.43
H 1.46 0.90 4.70
H 0.16 0.30 6.69
H -0.59 -0.40 5.24
H -3.04 -0.16 5.62
H -2.41 0.80 4.25
H -3.47 1.55 5.45
C 5.87 4.71 8.79
O 4.55 4.21 8.60
C 3.71 5.14 7.92
C 3.57 4.79 6.44
O 4.81 4.93 5.75
C 5.47 3.68 5.56
H 6.51 3.87 9.06
H 6.27 5.17 7.88
H 5.87 5.44 9.60
H 4.08 6.17 8.05
H 2.72 5.08 8.39
H 2.87 5.49 5.98
H 3.17 3.78 6.31
H 4.99 3.14 4.74
H 5.46 3.07 6.46
H 6.51 3.88 5.29
*
```

HOMO level ... -9.23 eV
Orbital gap ... 8.01 eV
DFT total energy ... -2671.01596 Eh
SMILES ... CCCCCCCCCCCCCCCCCCC1=C(COCCOCC)C(=O)C=CC1=O.COCCOC.COCCOC.COCCOC.COCCOC
LUMO ... -1.216 eV

Atom charges from the Löwdin analysis, given in e for atoms 1 to 99: -0.12, -0.24, -0.20, -0.21, -0.20, -0.21, -0.20, -0.22, -0.18, -0.21, -0.19, -0.21, -0.20, -0.20, -0.20, -0.21, -0.18, -0.13, -0.04, -0.01, -0.15, -0.16, -0.17, -0.17, -0.18, -0.23, -0.08, -0.26, 0.05, 0.02, 0.02, -0.26, 0.04, 0.07, 0.07, 0.06, 0.09, 0.09, 0.10, 0.10, 0.09, 0.09, 0.11, 0.10, 0.11, 0.07, 0.11, 0.11, 0.11, 0.10, 0.10, 0.11, 0.09, 0.09, 0.10, 0.11, 0.11, 0.10, 0.12, 0.09, 0.09, 0.11, 0.11, 0.11, 0.11, 0.11, 0.12, 0.11, 0.08, 0.12, 0.14, 0.11, 0.11, 0.13, 0.13, 0.13, 0.12, 0.12, 0.09, 0.08, 0.05, 0.12, 0.12, -0.11, -0.20, -0.19, -0.19, -0.20, -0.10, 0.09, 0.08, 0.08, 0.13, 0.12, 0.11, 0.11, 0.07, 0.09, 0.09

---

A structure of composition C7H13INO in a non-equilibrium geometry. Source: the Open Molecules 2025 dataset; level of theory: ωB97M-V/def2-TZVPD.

Geometry as ORCA input:
```
! wB97M-V def2-TZVPD RIJCOSX def2/J DEFGRID3
* xyz 1 1
C 0.42 1.01 -2.58
C 0.67 0.50 -1.38
C 0.36 -2.36 0.24
C 0.86 2.26 0.99
C 0.65 0.72 0.95
C -0.28 0.21 -0.21
C -0.68 -1.27 -0.01
N -1.74 -1.33 1.07
O 0.28 -3.06 1.20
I -1.44 -2.07 -1.94
H 1.15 1.19 -3.35
H -0.51 1.17 -2.97
H 1.70 0.10 -1.14
H 1.23 -2.51 -0.42
H 0.13 2.64 0.26
H 1.86 2.56 0.74
H 0.51 2.59 2.08
H 1.65 0.35 0.92
H 0.21 0.28 1.83
H -1.19 0.94 -0.31
H -1.46 -0.82 1.90
H -1.84 -2.29 1.26
H -2.52 -0.79 0.87
*
```

HOMO level ... -13.41 eV
Relative energy (zero: lowest compared OMol25 entry of this formula, charge and spin) ... 56.3 kcal/mol
Orbital gap ... 8.99 eV
DFT total energy ... -701.86707 Eh
LUMO ... -4.422 eV

In elementary charge units, the natural (NBO) charges are: -0.33, -0.21, 0.35, -0.61, -0.39, -0.34, -0.02, -0.69, -0.50, 0.24, 0.22, 0.20, 0.20, 0.19, 0.21, 0.24, 0.23, 0.23, 0.16, 0.25, 0.44, 0.46, 0.44

---

A cluster of 2 separate species, C15H23N2O in total in a non-equilibrium geometry. Source: the Open Molecules 2025 dataset; level of theory: ωB97M-V/def2-TZVPD.

Geometry as ORCA input:
```
! wB97M-V def2-TZVPD RIJCOSX def2/J DEFGRID3
* xyz 1 1
C -3.67 0.12 1.98
C -2.23 0.47 1.82
C -1.18 -0.38 1.96
N 0.11 -0.04 2.24
C 1.14 -1.08 2.11
C 2.52 -0.62 2.59
O 2.77 0.74 2.21
C 1.87 1.63 2.84
C 0.41 1.37 2.44
H -4.17 1.00 2.40
H -4.21 -0.15 1.06
H -3.80 -0.70 2.70
H -2.03 1.54 1.66
H -1.36 -1.46 1.81
H 0.84 -1.95 2.72
H 1.22 -1.40 1.06
H 2.60 -0.75 3.69
H 3.30 -1.19 2.07
H 1.96 1.56 3.94
H 2.18 2.61 2.49
H 0.20 1.94 1.51
H -0.24 1.78 3.23
C -2.28 0.49 -3.13
N -2.56 -0.72 -2.32
C -2.57 -1.99 -2.97
C -3.46 -2.24 -4.03
C -3.41 -3.45 -4.73
C -2.42 -4.38 -4.41
C -1.57 -4.18 -3.32
C -1.71 -3.02 -2.55
C -2.82 -0.55 -1.03
H -1.84 0.18 -4.09
H -3.20 1.05 -3.32
H -1.57 1.14 -2.60
H -4.22 -1.49 -4.27
H -4.11 -3.64 -5.54
H -2.31 -5.27 -5.02
H -0.79 -4.90 -3.08
H -1.10 -2.87 -1.65
H -3.09 -1.41 -0.43
H -2.95 0.48 -0.68
*
```

HOMO level ... -10.46 eV
Relative energy (zero: lowest compared OMol25 entry of this formula, charge and spin) ... 57.3 kcal/mol
Orbital gap ... 6.01 eV
DFT total energy ... -769.79192 Eh
LUMO ... -4.448 eV

In elementary charge units, the natural (NBO) charges are: -0.64, -0.37, 0.06, -0.41, -0.23, -0.08, -0.51, -0.08, -0.24, 0.24, 0.18, 0.23, 0.21, 0.19, 0.21, 0.18, 0.17, 0.21, 0.17, 0.21, 0.18, 0.22, -0.43, -0.27, 0.07, -0.21, -0.18, -0.18, -0.18, -0.21, 0.11, 0.25, 0.24, 0.24, 0.23, 0.24, 0.24, 0.24, 0.23, 0.24, 0.24

---

A structure of composition C3H2Cl2I2 in a non-equilibrium geometry. Source: the Open Molecules 2025 dataset; level of theory: ωB97M-V/def2-TZVPD.

Geometry as ORCA input:
```
! wB97M-V def2-TZVPD RIJCOSX def2/J DEFGRID3
* xyz 0 1
C -2.02 -0.37 -0.33
C -1.00 -0.22 -1.11
C 1.79 0.41 1.00
Cl 0.23 -1.43 -1.18
Cl 1.01 -0.89 1.75
I -3.21 -0.03 1.28
I -0.93 0.93 -2.96
H 1.29 1.11 0.37
H 2.85 0.49 1.16
*
```

HOMO level (spin up / spin down) ... -8.39 / -8.31 eV
Relative energy (zero: lowest compared OMol25 entry of this formula, charge and spin) ... 20.2 kcal/mol
Orbital gap (spin up / spin down) ... 7.92 / 6.87 eV
DFT total energy ... -1631.08372 Eh
LUMO (spin up / spin down) ... -0.465 / -1.434 eV

In elementary charge units, the natural (NBO) charges are: -0.19, -0.34, -0.39, 0.05, 0.02, 0.35, 0.13, 0.19, 0.18